The following is a quantum chemistry calculation of a 3-piece molecular cluster, C4H13N2S2 overall in a non-equilibrium geometry, from the Open Molecules 2025 dataset.

Geometry as XYZ:
```
21
Properties=species:S:1:pos:R:3:nbo_charge:R:1
C 0.5377 -0.2346 -1.5069 -0.687
C -1.9292 1.5083 0.9587 -0.695
C -0.1888 0.1226 -0.2982 0.441
C -0.9821 1.3314 -0.1805 -0.185
N 0.1114 -0.5210 0.7643 -0.623
N 3.3906 -0.5120 1.3835 -1.084
S -2.6530 -1.2183 -1.2876 -0.299
S -0.6062 2.4953 -1.2861 0.275
H 1.3317 0.5079 -1.5695 0.286
H 0.9927 -1.1687 -1.4245 0.239
H -0.0635 -0.2491 -2.3974 0.262
H -2.2069 0.5983 1.3739 0.219
H -1.6683 2.1177 1.7372 0.264
H -2.8122 2.0171 0.5237 0.279
H 0.7983 -1.2696 0.8253 0.438
H -0.2077 -0.3682 1.7152 0.426
H 3.1357 -1.1673 1.9911 0.347
H 4.2157 -0.7870 0.9375 0.370
H 3.7620 0.3339 1.9115 0.374
H -2.1943 -0.8850 -2.4460 0.136
H -2.7636 -2.6515 -1.7253 0.217
```

Calculated values
* charge: +1
* E: -29001.4470 eV
* energy relative to the best compared isomer or geometry (same formula, charge and spin): 234.4 kJ/mol
* HOMO level: -13.1978 eV
* orbital gap: 7.496 eV
* LUMO: -5.7 eV

The following is a quantum chemistry calculation of C4H6CoO2 as an isolated structure in a non-equilibrium geometry, from the Open Molecules 2025 dataset.

Geometry as XYZ:
```
13
Properties=species:S:1:pos:R:3:mulliken_charge:R:1
C -0.6298 -0.3970 -0.7394 0.264
O -1.6912 0.3531 -0.3886 -0.352
H -0.8158 -1.4643 -0.6047 0.530
H -1.4913 1.2970 -0.3915 0.369
C 1.9020 -1.4033 0.5876 -0.555
C 1.8993 -0.7123 -0.5642 -0.340
C 0.7309 0.1157 -0.9265 0.007
O -0.0468 -0.1598 -2.0975 -0.094
Co -0.4977 0.7903 -3.6497 0.815
H 2.8471 -1.6634 1.0653 0.294
H 1.0237 -1.8972 1.0067 0.275
H 2.8226 -0.4897 -1.1035 0.366
H 1.0968 1.1712 -0.7926 0.421
```

Calculated values
* charge: +2
* E: -45938.6819 eV
* energy relative to the best compared isomer or geometry (same formula, charge and spin): 123.4 kJ/mol
* HOMO level (spin up / spin down): -17.7352 / -18.5682 eV
* multiplicity: 6
* orbital gap (spin up / spin down): 9.465 / 3.555 eV
* <S²>: 8.769
* LUMO (spin up / spin down): -8.3 / -15.0 eV

The following is a quantum chemistry calculation of an isolated molecule of C11H13OP in a non-equilibrium geometry, from the Open Molecules 2025 dataset.

Geometry as XYZ:
```
26
Properties=species:S:1:pos:R:3:nbo_charge:R:1
C 3.5781 1.3553 -0.8862 -0.216
C 2.8821 1.7131 0.2652 -0.187
C 2.9264 0.8906 -1.9900 -0.219
C 1.4800 1.7467 0.2921 -0.218
C 1.5747 0.6668 -1.8778 -0.207
C 0.8355 1.0358 -0.6971 -0.313
C -1.2049 0.4324 1.1539 0.326
C -1.6669 -1.6667 -0.2251 -0.388
C -1.5959 -0.4863 -1.3423 -0.728
C -2.1880 -0.8608 1.1089 -0.300
C -2.0319 -1.6588 2.3598 -0.619
O -0.7435 0.8945 2.1971 -0.550
P -0.9742 1.0435 -0.5266 0.744
H 4.5434 1.5589 -0.9922 0.203
H 3.5153 2.0952 1.1494 0.217
H 3.2969 0.4036 -2.8722 0.220
H 0.9547 2.2718 1.1284 0.248
H 1.0754 0.3779 -2.7764 0.205
H -2.5477 -2.3957 -0.3640 0.220
H -0.6865 -2.1035 -0.0542 0.214
H -0.9969 -0.8652 -2.2117 0.244
H -2.6015 -0.3146 -1.7839 0.234
H -3.1956 -0.4327 0.9099 0.221
H -1.3195 -2.3936 2.3222 0.211
H -2.9513 -2.2223 2.4961 0.207
H -1.9584 -1.0860 3.2165 0.230
```

Calculated values
* charge: 0
* E: -22952.2735 eV
* energy relative to the best compared isomer or geometry (same formula, charge and spin): 102.0 kJ/mol
* HOMO level: -8.2461 eV
* SMILES string: C[C@@H]1CCP(c2ccccc2)C1=O
* orbital gap: 8.883 eV
* LUMO: 0.6 eV

The following is a quantum chemistry calculation of a 9-piece molecular cluster, C42H111N9O12 overall in a non-equilibrium geometry, from the Open Molecules 2025 dataset.

Geometry as XYZ:
```
174
Properties=species:S:1:pos:R:3:mulliken_charge:R:1
C -7.8527 3.7182 5.7781 -0.828
O -7.0449 2.7480 6.4005 -0.281
C -5.6133 2.9931 6.2284 -0.833
C -4.6157 1.9926 6.8888 -0.344
N -4.5207 0.7990 6.0400 -0.339
C -3.6411 -0.1706 6.7168 -0.311
C -3.6080 -1.4411 5.9008 -0.797
O -3.1865 -2.4838 6.7108 1.425
C -1.7964 -2.6535 6.9051 -3.091
H -8.9224 3.5215 5.8515 0.278
H -7.5683 4.2236 4.8552 0.337
H -7.6502 4.5734 6.4229 0.338
H -5.4432 3.9244 6.7687 0.451
H -5.3678 3.0847 5.1703 0.334
H -5.0453 1.7064 7.8488 0.185
H -3.6481 2.4778 7.0173 0.461
H -5.4761 0.4793 6.1120 0.361
H -4.0466 -0.4390 7.6923 -0.520
H -2.5771 0.0527 6.7945 0.405
H -2.8792 -1.2074 5.1246 0.335
H -4.6156 -1.7348 5.6066 0.247
H -1.4118 -2.1568 7.7959 0.521
H -1.1566 -2.4436 6.0479 0.542
H -1.6334 -3.7019 7.1544 0.121
C 1.1945 -2.8477 10.6912 0.493
O 0.8806 -3.8743 11.6427 -0.258
C 0.1167 -4.8901 11.0937 -0.731
C -1.2943 -4.5198 10.5776 -0.165
N -2.1830 -5.6889 10.4566 0.791
C -1.8631 -6.7123 9.4545 -1.343
C -3.0926 -7.6442 9.4724 0.074
O -4.3188 -6.9594 9.0863 0.183
C -5.3559 -7.9137 8.7529 -0.435
H 0.2354 -2.4325 10.3816 0.472
H 1.7351 -3.1581 9.7971 0.234
H 1.7991 -2.1000 11.2046 -1.600
H 0.0126 -5.7014 11.8142 0.364
H 0.6166 -5.4028 10.2719 0.424
H -1.2573 -4.0055 9.6173 -0.182
H -1.6784 -3.8819 11.3736 0.268
H -3.0641 -5.3018 10.1502 -0.134
H -0.9170 -7.1478 9.7760 0.562
H -1.6736 -6.3967 8.4285 0.379
H -3.2175 -8.1120 10.4490 0.156
H -2.7090 -8.3498 8.7354 -0.089
H -5.6196 -8.6190 9.5410 -0.143
H -5.1813 -8.5124 7.8589 0.084
H -6.2745 -7.3417 8.6226 0.327
C -3.6514 -10.9151 6.3575 -0.671
O -4.0745 -10.4664 5.0307 -0.364
C -2.9694 -10.1535 4.1440 -0.613
C -2.0336 -8.9697 4.5268 0.212
N -0.9191 -8.7795 3.5823 -0.176
C -1.1558 -8.4305 2.1794 -0.321
C 0.0644 -8.5318 1.2831 -0.655
O -0.3646 -8.0471 0.0456 -0.291
C 0.6459 -8.0442 -1.0411 -0.793
H -3.2124 -11.9091 6.2713 0.399
H -4.6256 -10.9174 6.8464 0.223
H -2.9981 -10.2993 6.9757 0.208
H -3.4631 -9.9138 3.2023 0.251
H -2.3522 -11.0276 3.9361 0.363
H -1.6717 -8.9384 5.5545 0.487
H -2.7861 -8.2079 4.3231 -0.506
H -0.2112 -9.4993 3.6109 0.238
H -1.4739 -7.3880 2.1862 0.084
H -1.9606 -9.0570 1.7949 0.235
H 0.4316 -9.5474 1.1347 0.379
H 0.8207 -7.8534 1.6778 0.362
H 0.1233 -7.6881 -1.9290 0.285
H 0.7852 -9.0807 -1.3485 0.305
H 1.6326 -7.6596 -0.7833 0.297
C -4.5305 -9.9318 13.5437 -1.441
C -5.7089 -10.1180 12.5925 1.281
C -5.5470 -11.3689 11.5470 -1.042
O -4.3383 -11.4279 10.8058 -0.195
C -3.8680 -12.6846 10.4599 -0.906
N -6.9176 -10.2298 13.3890 -0.828
H -4.2694 -10.8473 14.0745 0.464
H -4.6152 -8.9759 14.0606 0.373
H -3.7714 -9.5596 12.8558 0.287
H -5.6980 -9.2140 11.9835 -0.553
H -6.3637 -11.5695 10.8535 0.409
H -5.5722 -12.1903 12.2629 0.491
H -3.7103 -13.3332 11.3216 0.332
H -3.0016 -12.6741 9.7985 0.259
H -4.5407 -13.2050 9.7781 0.345
H -7.1024 -9.3289 13.8066 0.388
H -6.5017 -10.7535 14.1459 0.381
C 4.7714 -4.3305 11.3136 -1.331
C 4.1191 -5.3257 10.3693 1.576
C 5.0196 -6.0701 9.3484 -0.946
O 4.2586 -7.0013 8.5496 -0.157
C 3.5122 -6.5133 7.4177 -1.074
N 3.4665 -6.2792 11.2186 -0.767
H 5.1549 -3.4576 10.7854 0.224
H 5.6309 -4.6560 11.8996 0.380
H 3.9654 -4.0165 11.9769 0.242
H 3.4026 -4.8493 9.7001 -0.503
H 5.7140 -6.7156 9.8861 0.397
H 5.7230 -5.3898 8.8683 0.377
H 2.8630 -7.3194 7.0757 0.289
H 4.1578 -6.0986 6.6435 0.377
H 2.7808 -5.7456 7.6702 0.292
H 3.2036 -7.1828 10.8519 0.285
H 2.6653 -5.8834 11.6893 0.195
C -2.5767 -5.4687 15.7388 -1.578
C -3.4160 -6.2653 14.8115 0.650
C -4.6607 -5.6043 14.1378 -0.701
O -5.4354 -6.5689 13.3400 -0.121
C -6.2951 -5.8235 12.4063 -0.978
N -2.6589 -6.9751 13.7899 -0.541
H -1.7799 -4.8069 15.3994 0.317
H -2.0703 -6.1339 16.4382 0.388
H -3.2546 -4.9357 16.4055 0.361
H -3.6439 -7.0934 15.4826 0.136
H -4.4532 -4.7052 13.5577 0.402
H -5.2805 -5.1259 14.8962 0.407
H -7.2192 -6.3177 12.1061 0.384
H -5.6665 -5.4694 11.5892 0.215
H -6.6842 -4.8694 12.7615 0.443
H -2.2548 -6.4401 13.0345 0.251
H -3.3488 -7.4951 13.2667 -0.165
C -6.1470 -2.1367 10.6909 -1.519
C -5.0020 -1.8978 9.6296 0.572
C -3.8131 -1.1165 10.1782 -0.778
O -4.3024 0.0567 10.7656 -0.311
C -3.3110 0.9398 11.1441 -1.223
N -4.5429 -3.1892 8.9951 0.456
H -6.6742 -3.0680 10.4836 0.479
H -6.8295 -1.2965 10.8187 0.364
H -5.7368 -2.3783 11.6715 0.242
H -5.4061 -1.2749 8.8317 0.192
H -2.8968 -1.1284 9.5880 0.473
H -3.4729 -1.7866 10.9676 0.627
H -3.6156 1.9432 11.4416 0.337
H -2.6390 1.0428 10.2921 0.333
H -2.7167 0.4904 11.9396 0.310
H -5.4110 -3.6729 8.8145 0.254
H -4.0630 -3.1026 8.1107 -0.248
C -3.9662 -4.8675 4.0644 -1.290
C -4.7703 -5.3903 5.2464 0.766
C -5.7830 -6.4831 4.8150 -0.263
O -6.6322 -6.1225 3.7210 -0.408
C -8.0504 -6.1277 4.0116 -0.685
N -3.7150 -5.7932 6.1479 -0.238
H -4.7724 -4.4195 3.4835 0.436
H -3.4554 -5.6897 3.5632 -0.084
H -3.1944 -4.1858 4.4218 0.395
H -5.2829 -4.5345 5.6858 0.308
H -6.2758 -6.8395 5.7196 0.452
H -5.2132 -7.3345 4.4425 -0.094
H -8.3630 -5.1329 4.3289 0.264
H -8.3482 -6.9240 4.6938 0.309
H -8.5378 -6.3022 3.0524 0.251
H -4.1103 -6.1683 6.9983 -0.103
H -3.2634 -4.9035 6.3051 -0.012
C 2.9418 1.5294 13.3921 -1.472
C 2.9395 0.1161 12.7780 0.142
C 4.2441 -0.2032 12.0423 -0.263
O 5.4119 -0.1715 12.7707 -0.295
C 6.5423 -0.5811 11.9598 -0.581
N 2.4410 -0.9339 13.5786 -0.554
H 3.5839 1.4493 14.2692 0.304
H 2.0048 2.0290 13.6381 0.419
H 3.3115 2.1789 12.5986 0.349
H 2.0794 0.2717 12.1268 0.327
H 4.2708 0.6275 11.3371 0.233
H 4.2227 -1.1260 11.4626 0.073
H 7.4315 -0.8575 12.5264 0.296
H 6.5900 0.2200 11.2222 0.328
H 6.4352 -1.5479 11.4681 0.157
H 3.1180 -1.2449 14.2606 0.308
H 2.1872 -1.6522 12.9155 0.229
```

Calculated values
* charge: -1
* E: -83320.5510 eV
* energy relative to the best compared isomer or geometry (same formula, charge and spin): 39.1 kJ/mol
* HOMO level (spin up / spin down): 0.4238 / -6.6812 eV
* multiplicity: 2
* orbital gap (spin up / spin down): 1.678 / 8.762 eV
* <S²>: 0.751
* LUMO (spin up / spin down): 2.1 / 2.1 eV

Question: What is the energy relative to the best compared isomer or geometry (same formula, charge and spin) in the fourth record?
Answer: 39.1 kJ/mol

Question: Among the records above, which one has the lowest E?
Answer: C42H111N9O12

Question: The highest charge belongs to which entry?
Answer: C4H6CoO2

Question: Which of these has the highest energy relative to the best compared isomer or geometry (same formula, charge and spin)?
Answer: C4H13N2S2